ORCA calculation (ωB97M-V with the def2-TZVPD basis set) on an isolated molecule of C25H27ClN4O3 in a non-equilibrium geometry.

Summary:
electronic energy: -50968.3794 eV
ΔE to the lowest compared entry with this formula, charge and spin: 479.2 kcal per mole
HOMO-LUMO gap: 8.11 eV
structure (SMILES): Cn1cc(/C=C(\NC(=O)c2ccccc2Cl)C(=O)NCCN2CCOCC2)c2ccccc21

Element x y z (Å)
C -4.30046 -1.95718 1.40280
N -3.80223 -0.68731 0.80168
C -2.52612 -0.21613 0.46963
C -2.59398 0.96953 0.03148
C -1.49942 1.62405 -0.48240
C -0.37059 1.28538 -0.69424
N -0.21462 -0.13608 -0.82608
C 0.83429 -0.84114 -0.75221
O 1.85620 -0.53784 -0.19563
C 0.55748 -2.33097 -0.99353
C 0.12593 -3.00296 0.02439
C -0.19446 -4.42652 -0.41266
C -0.00335 -5.11422 -1.74376
C 0.32374 -3.94075 -2.59121
C 0.56082 -2.72614 -2.43396
H 0.76342 -2.03212 -2.95042
H 0.38716 -4.51325 -3.60452
H -0.27051 -6.01540 -1.79807
H -0.24411 -5.11071 0.40854
Cl 0.05877 -2.62644 1.77107
H -1.02428 -0.45271 -1.41472
C 0.59087 2.50169 -0.93091
O 0.36315 3.67921 -1.21624
N 1.91327 2.02055 -1.05367
H 2.25102 1.27210 -1.01429
C 3.14653 2.92290 -1.43356
H 2.64996 3.67612 -1.72547
C 3.89947 3.21613 -0.15416
N 4.12562 1.70733 0.50319
C 4.34761 1.62160 1.90525
C 4.43976 0.29530 2.16803
H 4.52021 0.04482 3.17037
O 5.59086 -0.37000 1.64314
C 5.45140 -0.43355 0.19853
C 5.34719 1.08948 -0.21618
H 5.32929 1.40270 -1.26859
H 6.32887 1.69584 -0.09222
H 6.37085 -0.75862 0.08585
H 4.56135 -0.79353 -0.11835
H 3.40396 -0.20622 1.98025
H 3.49376 2.00518 2.44605
H 5.05677 2.28084 2.45298
H 3.12734 3.50989 0.64176
H 4.69791 3.54779 -0.27127
H 3.59929 2.58433 -2.29795
H -1.50436 2.80876 -0.30598
C -3.92767 1.35340 0.14576
C -4.49478 2.52254 -0.17919
C -5.96460 2.86227 -0.16766
C -6.88508 1.75903 0.44423
C -6.14460 0.53391 0.66532
C -4.76884 0.42325 0.51360
H -6.57567 -0.28476 0.96542
H -7.75568 1.72738 0.59795
H -6.37282 3.62995 -0.18626
H -4.00231 3.60033 -0.36702
H -1.90109 -1.04939 0.61813
H -5.09404 -2.46166 0.66775
H -3.43718 -2.47354 1.50042
H -4.73198 -1.85291 2.55967